C3HAuFO as an isolated structure at a distorted geometry. Source: the Open Molecules 2025 dataset; level of theory: ωB97M-V/def2-TZVPD.

The geometry in XYZ format:
```
7
Properties=species:S:1:pos:R:3:mulliken_spin:R:1
Au 1.82 0.51 0.09 1.04
F 3.36 1.13 -0.02 0.20
O -2.36 1.02 0.21 0.51
C -0.87 -0.91 -0.43 0.06
C 0.06 -0.11 0.17 0.10
C -1.41 0.30 -0.05 0.05
H -0.61 -1.94 0.05 0.05
```

Values from the calculation:
HOMO (spin up / spin down) (eV): -15.903 / -16.955
Total charge: +1
2S+1: 3